69
Properties=species:S:1:pos:R:3 method="wB97M-V/def2-TZVPD" multiplicity=4 de_lowest_kj_mol=129.47 lumo_ev="-14.24 / -17.09" max_force_ev_per_a=7.61 charge=+4
P -0.32 1.04 2.20
C -0.09 -0.11 3.63
H -0.30 0.43 4.57
H 0.92 -0.52 3.68
H -0.79 -0.96 3.57
C 0.82 2.39 2.70
H 0.60 3.33 2.18
H 1.86 2.12 2.49
H 0.72 2.56 3.78
C -1.95 1.73 2.75
H -1.80 2.20 3.73
H -2.69 0.93 2.83
H -2.33 2.48 2.05
P -2.62 -0.39 -1.49
C -3.40 -2.03 -1.15
H -4.23 -2.14 -1.86
H -3.78 -2.05 -0.13
H -2.69 -2.85 -1.30
C -4.04 0.70 -1.20
H -3.86 1.70 -1.60
H -4.23 0.79 -0.12
H -4.91 0.27 -1.69
C -2.44 -0.52 -3.31
H -3.45 -0.63 -3.72
H -1.84 -1.39 -3.58
H -1.98 0.39 -3.71
P 1.96 -0.22 -1.55
C 2.72 -1.89 -1.69
H 3.73 -1.82 -2.12
H 2.11 -2.53 -2.34
H 2.79 -2.38 -0.72
C 2.05 0.19 -3.34
H 3.04 -0.11 -3.69
H 1.92 1.26 -3.52
H 1.28 -0.35 -3.91
C 3.38 0.78 -0.95
H 4.19 0.69 -1.68
H 3.72 0.42 0.03
H 3.11 1.84 -0.84
Re -0.60 -0.07 -0.44
C -1.60 -1.00 0.92
O -2.26 -1.59 1.70
C -0.33 -1.73 -1.34
O -0.24 -2.78 -1.89
C -0.19 2.47 -2.60
C 0.84 2.87 -1.75
C 0.56 3.30 -0.45
C -0.76 3.40 -0.03
C -1.80 3.02 -0.87
C -1.51 2.57 -2.17
H 0.03 2.14 -3.61
H 1.87 2.87 -2.11
H 1.37 3.62 0.20
H -0.99 3.80 0.96
H -2.83 3.13 -0.54
H -2.32 2.34 -2.86
C 1.42 -3.41 2.78
C 2.62 -2.44 2.84
C 2.39 -1.41 1.74
O 1.18 -1.83 1.04
C 0.85 -3.19 1.39
H 1.69 -4.44 2.96
H 0.64 -3.16 3.50
H 3.56 -2.95 2.63
H 2.73 -1.98 3.82
H 2.26 -0.37 2.11
H 3.22 -1.37 1.01
H 1.28 -3.86 0.64
H -0.24 -3.32 1.38